A structure of composition C13H20N2OS, computed with ωB97M-V/def2-TZVPD.

Values from the calculation:
energy above the lowest of the compared OMol25 structures with the same formula, charge and spin: 63.4 kcal/mol
orbital gap: 8.0255 eV

```
! RIJCOSX wB97M-V def2-TZVPD def2/J DEFGRID3
* xyz 0 1
N 0.883 -0.125 0.512
O 2.876 -0.447 1.069
S -0.631 -1.219 2.232
C -0.358 -0.368 0.709
C 1.610 -0.781 1.385
C 1.048 -1.402 2.460
N -1.345 0.057 -0.168
C 1.721 -3.481 3.301
C 1.251 -1.798 4.962
C 1.785 -2.029 3.574
C -0.891 2.774 -3.588
C 0.254 1.821 -3.287
C -1.842 0.479 -3.351
C -2.180 2.018 -1.537
C -2.118 2.001 -3.059
C -0.476 0.610 -2.602
C -0.945 1.085 -1.155
H 2.676 0.124 0.339
H -2.310 0.107 0.289
H 2.214 -3.958 4.150
H 2.328 -3.600 2.379
H 0.696 -3.914 3.300
H 0.368 -2.442 5.151
H 1.049 -0.746 5.027
H 2.036 -2.043 5.674
H 2.833 -1.661 3.526
H -1.141 2.953 -4.727
H -0.810 3.755 -3.074
H 1.048 2.170 -2.617
H 0.758 1.699 -4.251
H -1.636 0.230 -4.391
H -2.554 -0.221 -2.895
H -3.093 1.568 -1.272
H -2.077 3.025 -1.189
H -2.987 2.366 -3.591
H 0.119 -0.377 -2.545
H -0.161 1.771 -0.740
*
```

=====

An isolated molecule of C17H21N3O4S, computed with ωB97M-V/def2-TZVPD.

Values from the calculation:
energy above the lowest of the compared OMol25 structures with the same formula, charge and spin: 58.9 kcal/mol
orbital gap: 9.5841 eV
structure (SMILES): CCN(CC(=O)NCc1ccncc1)S(=O)(=O)c1ccc(OC)cc1

```
! RIJCOSX wB97M-V def2-TZVPD def2/J DEFGRID3
* xyz 0 1
C 1.287 0.172 -1.976
C -0.207 0.377 -1.746
N -0.810 -0.569 -0.833
C -0.998 -1.939 -1.251
C 0.292 -2.771 -1.280
O 0.728 -3.266 -2.300
N 0.861 -2.909 -0.071
C 2.132 -3.578 0.099
C 3.304 -2.633 -0.012
C 4.412 -2.959 -0.784
C 5.462 -2.058 -0.858
N 5.468 -0.893 -0.235
C 4.412 -0.582 0.497
C 3.309 -1.409 0.648
S -0.671 -0.207 0.780
O 0.614 0.353 1.097
O -1.067 -1.383 1.512
C -1.907 1.063 0.963
C -1.538 2.348 1.300
C -2.500 3.337 1.424
C -3.842 3.026 1.207
O -4.864 3.906 1.297
C -4.586 5.243 1.648
C -4.200 1.715 0.867
C -3.236 0.739 0.746
H 1.817 0.230 -1.029
H 1.479 -0.796 -2.431
H 1.664 0.946 -2.639
H -0.749 0.318 -2.696
H -0.382 1.364 -1.309
H -1.691 -2.396 -0.541
H -1.439 -1.945 -2.251
H 0.428 -2.462 0.726
H 2.206 -4.340 -0.683
H 2.141 -4.066 1.078
H 4.451 -3.894 -1.322
H 6.342 -2.276 -1.450
H 4.449 0.381 0.989
H 2.472 -1.089 1.248
H -0.494 2.562 1.468
H -2.196 4.336 1.690
H -3.936 5.725 0.911
H -4.129 5.310 2.640
H -5.550 5.748 1.662
H -5.244 1.497 0.707
H -3.495 -0.276 0.493
*
```

=====

A cluster of 2 separate species, C11H15NO in total, computed with ωB97M-V/def2-TZVPD.

Values from the calculation:
energy above the lowest of the compared OMol25 structures with the same formula, charge and spin: 10.3 kcal/mol
orbital gap: 8.5720 eV
structure (SMILES): Cc1c[nH]c2ccccc12.CCO

```
! RIJCOSX wB97M-V def2-TZVPD def2/J DEFGRID3
* xyz 0 1
C -2.995 2.479 0.153
C -1.638 1.917 0.422
C -0.391 2.404 0.211
N 0.570 1.601 0.804
C -0.081 0.525 1.370
C 0.467 -0.485 2.150
C -0.379 -1.436 2.655
C -1.762 -1.361 2.365
C -2.299 -0.327 1.640
C -1.446 0.674 1.151
H -2.997 2.987 -0.805
H -3.352 3.227 0.858
H -3.687 1.650 0.024
H -0.052 3.283 -0.309
H 1.549 1.626 0.593
H 1.535 -0.406 2.319
H -0.046 -2.300 3.199
H -2.409 -2.172 2.676
H -3.373 -0.320 1.503
C 2.514 -1.390 -3.413
C 2.656 -2.048 -2.075
O 2.451 -1.118 -0.958
H 3.124 -0.477 -3.524
H 1.523 -1.041 -3.699
H 2.974 -2.010 -4.189
H 1.869 -2.789 -1.968
H 3.675 -2.355 -1.860
H 1.998 -0.337 -1.292
*
```

=====

A structure of composition C47H38Br2N6NaO5PS2, computed with ωB97M-V/def2-TZVPD.

Values from the calculation:
energy above the lowest of the compared OMol25 structures with the same formula, charge and spin: 4.7 kcal/mol
orbital gap: 4.6378 eV

```
! RIJCOSX wB97M-V def2-TZVPD def2/J DEFGRID3
* xyz -2 1
Na 1.637 0.737 0.929
Br -8.131 1.345 -1.771
C -6.253 1.005 -1.874
C -5.451 1.214 -0.757
C -4.098 0.964 -0.831
C -3.483 0.492 -2.017
C -4.343 0.285 -3.126
C -5.701 0.542 -3.054
N -2.161 0.217 -2.006
C -1.502 0.217 -3.165
C -0.307 -0.398 -3.424
C 0.416 -0.221 -4.641
C 1.661 -0.695 -4.839
C 2.326 -1.366 -3.738
C 1.669 -1.638 -2.610
N 0.297 -1.315 -2.474
H -5.884 1.582 0.164
H -3.466 1.147 0.028
H -3.934 -0.128 -4.039
H -6.334 0.359 -3.914
H -1.907 0.775 -4.021
H -0.082 0.362 -5.408
H 2.188 -0.517 -5.765
H 3.380 -1.602 -3.787
H 2.113 -2.091 -1.736
Br -1.020 -2.992 7.629
C -1.688 -1.279 7.147
C -0.799 -0.259 6.844
C -1.284 0.995 6.520
C -2.658 1.240 6.509
C -3.530 0.202 6.826
C -3.055 -1.063 7.130
N -3.207 2.552 6.420
N -2.750 3.421 5.638
C -1.869 3.148 4.601
C -0.919 4.143 4.368
C 0.152 3.987 3.515
C 0.322 2.793 2.763
O 1.297 2.565 2.014
C -0.787 1.821 2.855
N -0.718 0.786 1.990
C -1.711 -0.068 1.932
C -2.865 0.061 2.721
C -2.940 1.090 3.620
C -1.866 1.998 3.744
H 0.266 -0.444 6.853
H -0.590 1.788 6.274
H -4.593 0.404 6.842
H -3.738 -1.868 7.362
H -1.022 5.050 4.955
H 0.899 4.762 3.403
H -1.609 -0.876 1.218
H -3.680 -0.641 2.594
H -3.833 1.230 4.215
O 3.680 1.874 -2.308
C 4.133 1.224 -1.387
N 3.438 0.468 -0.498
S 4.378 -0.258 0.566
O 4.053 0.207 1.902
O 4.424 -1.695 0.414
C 5.916 0.426 0.011
C 7.201 0.254 0.484
C 8.218 0.918 -0.191
C 7.937 1.715 -1.299
C 6.636 1.867 -1.759
C 5.624 1.207 -1.085
H 7.406 -0.371 1.342
H 9.243 0.817 0.145
H 8.749 2.222 -1.805
H 6.393 2.480 -2.616
C -5.768 -6.110 0.700
C -6.049 -5.903 2.167
O -6.948 -6.476 2.737
S -5.030 -4.795 3.110
C -3.872 -4.172 1.927
C -2.600 -4.733 1.837
C -1.694 -4.278 0.898
C -2.033 -3.235 0.022
C -3.322 -2.669 0.124
C -4.218 -3.129 1.065
C -1.142 -2.726 -0.941
C -0.456 -2.041 -1.671
H -5.996 -7.147 0.465
H -4.752 -5.856 0.407
H -6.457 -5.474 0.142
H -2.327 -5.537 2.509
H -0.708 -4.720 0.833
H -3.579 -1.846 -0.533
H -5.198 -2.672 1.140
C 2.527 -3.123 3.089
P 1.313 -1.758 2.925
C -0.142 -2.499 3.764
C 1.886 -0.657 4.279
H 2.647 -3.443 4.128
H 3.485 -2.790 2.688
H 2.193 -3.974 2.493
H 0.136 -2.958 4.717
H -0.611 -3.250 3.126
H -0.883 -1.721 3.955
H 1.963 -1.204 5.225
H 1.172 0.161 4.398
H 2.853 -0.229 4.016
*
```

=====

A structure of composition C2H7NO2S, computed with ωB97M-V/def2-TZVPD.

Values from the calculation:
energy above the lowest of the compared OMol25 structures with the same formula, charge and spin: 106.8 kcal/mol
orbital gap: 10.1617 eV

```
! RIJCOSX wB97M-V def2-TZVPD def2/J DEFGRID3
* xyz 0 1
C -1.136 0.370 1.317
C -0.547 -0.916 0.802
N 0.864 -0.695 -2.080
O 0.364 1.720 -1.232
O 1.066 -0.292 0.273
S 1.054 0.458 -1.112
H -1.691 0.830 0.643
H -1.765 0.249 2.173
H -0.193 0.955 1.615
H -0.865 -1.253 -0.134
H -0.004 -1.661 1.470
H 0.271 -0.454 -2.785
H 2.582 0.689 -0.950
*
```

=====

A cluster of 2 separate species, CH5IN2O2S in total, computed with ωB97M-V/def2-TZVPD.

Values from the calculation:
energy above the lowest of the compared OMol25 structures with the same formula, charge and spin: 69.7 kcal/mol
orbital gap (alpha / beta): 7.9923 / 6.9038 eV

```
! RIJCOSX wB97M-V def2-TZVPD def2/J DEFGRID3
* xyz 0 1
C -0.300 -2.018 -1.048
N 0.630 2.176 1.580
N -0.633 -1.538 0.219
O -0.300 1.336 -0.660
O 2.186 1.132 -0.238
S 0.821 1.079 0.244
I -2.337 -0.668 0.572
H -1.205 -2.437 -1.520
H 0.087 -1.239 -1.870
H 0.670 -2.509 -1.089
H 0.583 1.936 2.541
H -0.203 2.749 1.268
*
```

=====

The ion CNO4S with charge -1, computed with ωB97M-V/def2-TZVPD.

Values from the calculation:
energy above the lowest of the compared OMol25 structures with the same formula, charge and spin: 69.3 kcal/mol
orbital gap: 8.4742 eV
structure (SMILES): O=[N+]([O-])OC([O-])=S

```
! RIJCOSX wB97M-V def2-TZVPD def2/J DEFGRID3
* xyz -1 1
O 2.221 1.090 0.175
N 1.267 0.354 -0.041
O 1.309 -0.450 -0.949
O 0.142 0.500 0.587
C -1.313 -0.424 0.203
O -1.134 -1.540 0.520
S -2.493 0.470 -0.494
*
```

=====

A structure of composition C36H31BrMnN8O6S2, computed with ωB97M-V/def2-TZVPD.

Values from the calculation:
orbital gap (alpha / beta): 4.9059 / 6.1392 eV

```
! RIJCOSX wB97M-V def2-TZVPD def2/J DEFGRID3
* xyz 1 5
Mn -0.821 -1.424 0.717
C 4.126 2.880 3.630
C 2.692 2.501 3.383
C 1.817 2.263 4.440
C 0.496 1.905 4.210
C 0.053 1.790 2.900
C 0.894 2.057 1.826
C 2.209 2.398 2.077
S -1.588 1.252 2.601
O -2.323 1.326 3.828
O -2.093 1.836 1.401
N -1.299 -0.360 2.301
C -1.898 -1.433 2.933
C -2.699 -1.531 4.077
C -3.126 -2.787 4.442
C -2.786 -3.923 3.694
C -1.999 -3.756 2.589
N -1.546 -2.541 2.241
H 4.368 2.861 4.691
H 4.326 3.884 3.253
H 4.801 2.198 3.109
H 2.174 2.358 5.458
H -0.184 1.713 5.029
H 0.522 1.997 0.813
H 2.877 2.595 1.246
H -2.968 -0.646 4.630
H -3.743 -2.894 5.324
H -3.121 -4.910 3.977
H -1.689 -4.588 1.971
N -5.881 4.515 -0.599
C -4.859 3.655 -0.884
C -3.537 4.116 -0.934
C -2.505 3.250 -1.215
C -2.790 1.918 -1.491
C -4.097 1.439 -1.461
C -5.124 2.305 -1.166
S -1.486 0.836 -1.802
O -1.506 0.353 -3.149
O -0.258 1.441 -1.311
N -1.657 -0.503 -0.827
C -2.091 -1.696 -1.341
N -1.387 -2.704 -0.765
C -1.675 -3.961 -1.122
C -2.629 -4.211 -2.074
C -3.327 -3.107 -2.573
N -3.084 -1.857 -2.203
H -5.673 5.429 -0.240
H -6.795 4.151 -0.401
H -3.326 5.160 -0.740
H -1.483 3.602 -1.228
H -4.306 0.401 -1.695
H -6.146 1.948 -1.149
H -1.098 -4.751 -0.658
H -2.839 -5.216 -2.404
H -4.132 -3.239 -3.287
C 1.541 -1.274 3.253
O 1.355 -1.095 1.844
C 2.508 -0.993 1.102
C 3.784 -1.011 1.623
C 4.849 -0.873 0.737
Br 6.601 -0.870 1.439
C 4.661 -0.738 -0.619
C 3.364 -0.725 -1.143
C 2.301 -0.834 -0.261
O 0.979 -0.828 -0.678
C 3.210 -0.580 -2.605
N 4.220 -0.349 -3.394
C 3.682 -0.309 -4.670
C 4.313 -0.107 -5.898
C 3.531 -0.132 -7.032
C 2.142 -0.349 -6.962
C 1.501 -0.550 -5.758
C 2.302 -0.526 -4.619
N 2.022 -0.710 -3.282
H 2.118 -2.179 3.447
H 0.556 -1.363 3.694
H 2.043 -0.403 3.672
H 3.974 -1.113 2.680
H 5.490 -0.636 -1.304
H 0.691 0.091 -0.940
H 5.380 0.067 -5.944
H 3.989 0.020 -8.001
H 1.564 -0.355 -7.877
H 0.431 -0.704 -5.705
H 1.122 -0.870 -2.871
*
```

=====

DFT total energy across the listed records, respectively: -1090.2434; -1523.8154; -558.1294; -8966.6805; -683.6757; -996.8001; -791.9657; -6801.1970 a.u..
F_max across the listed records, respectively: 3.645; 1.067; 2.116; 0.493; 5.548; 3.788; 1.831; 0.833 eV/Å.